C24H19BF5N3O3S2SbSe4Tc as an isolated structure, computed with wB97M-V/def2-TZVPD.

Frontier orbital gap = 5.99 eV
Energy relative to the best compared isomer or geometry (same formula, charge and spin) = 36.2 kJ/mol
E_HOMO = -8.154 eV
Charge = 0
E_tot = -341866.565 eV

Last column: Löwdin charge in e.
Positions of all 63 atoms, in Å:
Tc (0.0116, 1.7144, -0.7348)  0.84
N (-4.4249, 1.6559, -0.0974)  0.10
C (-3.0785, 1.7158, -0.0588)  -0.81
S (-2.2729, 1.9209, -1.5880)  0.59
N (-2.4878, 1.6560, 1.0975)  0.01
N (-1.1217, 1.7938, 1.0451)  -0.19
C (-0.5859, 2.0938, 2.1794)  -0.06
C (0.8131, 2.3354, 2.4445)  -0.15
C (1.1636, 2.8599, 3.6984)  -0.03
C (2.4628, 3.1923, 3.9975)  -0.07
C (3.4608, 3.0020, 3.0362)  -0.06
C (3.1496, 2.4649, 1.8093)  0.01
C (1.8299, 2.1132, 1.5049)  -0.31
O (1.5708, 1.6285, 0.2908)  -0.25
H (-4.8819, 1.5023, -0.9774)  0.09
H (-4.9179, 1.4482, 0.7536)  0.11
H (-1.2765, 2.2429, 3.0032)  0.14
H (0.3802, 3.0156, 4.4304)  0.12
H (2.7073, 3.6068, 4.9656)  0.11
H (4.4847, 3.2748, 3.2548)  0.11
H (3.9029, 2.2936, 1.0518)  0.13
Se (0.9966, -0.3466, -6.8282)  -0.01
Sb (-0.8110, 0.5429, -5.6662)  -0.03
Se (-0.1816, 2.6223, -4.3801)  0.08
Se (0.4173, 0.8724, -2.8499)  0.26
Se (-3.0306, -0.0785, -5.3881)  0.00
F (2.8937, 7.1195, -4.5353)  0.14
C (2.2101, 6.4200, -3.6344)  -0.13
C (0.9805, 6.8750, -3.1899)  -0.14
F (0.4852, 8.0142, -3.6721)  0.13
C (0.2726, 6.1432, -2.2556)  -0.24
F (-0.9094, 6.6135, -1.8601)  0.09
C (0.7611, 4.9443, -1.7286)  -0.51
S (-0.1856, 4.0904, -0.5325)  0.73
C (2.0101, 4.5300, -2.1872)  -0.27
F (2.5707, 3.4211, -1.6933)  0.06
C (2.7282, 5.2419, -3.1296)  -0.15
F (3.9193, 4.8073, -3.5407)  0.13
C (0.2908, -5.7296, 2.7850)  -0.05
C (-0.2880, -5.9637, 1.3823)  -0.56
C (-1.3912, -7.0165, 1.4939)  -0.07
C (0.8130, -6.5102, 0.4621)  -0.05
C (-0.8016, -4.6425, 0.8086)  -0.17
C (-2.1021, -4.4951, 0.3249)  -0.02
C (-2.5741, -3.3012, -0.2243)  0.03
C (-1.6899, -2.2536, -0.2709)  -0.19
O (-1.8744, -0.9756, -0.7544)  0.12
B (-0.6664, -0.3336, -0.5620)  -0.75
O (0.2686, -1.1886, 0.0189)  0.14
C (-0.3972, -2.3839, 0.1994)  -0.18
C (0.0761, -3.5529, 0.7384)  0.07
H (0.6294, -6.6761, 3.2112)  0.08
H (-0.4642, -5.3043, 3.4486)  0.09
H (1.1442, -5.0514, 2.7648)  0.07
H (-0.9854, -7.9139, 1.9633)  0.08
H (-1.7783, -7.3019, 0.5141)  0.09
H (-2.2226, -6.6645, 2.1071)  0.09
H (1.1744, -7.4711, 0.8349)  0.09
H (1.6627, -5.8281, 0.4094)  0.08
H (0.4328, -6.6543, -0.5506)  0.09
H (-2.7863, -5.3297, 0.3695)  0.10
H (-3.5845, -3.2066, -0.5967)  0.12
H (1.0980, -3.6149, 1.0878)  0.13